Entry w
Entry from the OMol25 dataset: one molecule with the formula C7H6 (ωB97M-V/def2-TZVPD).

Last column: natural (NBO) charge in e.
Element x y z (Å)
C -0.54477 1.79967 0.63645  -0.23
C -1.56276 1.55438 1.64598  -0.03
C 0.23374 1.16626 -0.27908  -0.21
C -2.28999 1.78855 2.59834  -0.22
C 0.43991 -0.13646 -0.75312  -0.07
C 0.68991 -1.28441 -0.98063  0.07
C 1.21202 -2.52998 -1.50022  -0.69
H -0.37334 2.80256 0.88451  0.23
H -2.69831 2.04522 3.52754  0.23
H 1.00566 1.68505 -0.73333  0.22
H 0.85566 -2.79362 -2.55399  0.24
H 2.20082 -2.55667 -1.40091  0.23
H 0.83146 -3.54055 -1.09155  0.24

Multiplicity ... 1
Kohn-Sham gap ... 8.8925 eV
Charge ... 0

Entry x
Entry from the OMol25 dataset: C7H6 as an isolated structure (ωB97M-V/def2-TZVPD).

Last column: natural (NBO) charge in e.
Element x y z (Å)
C -1.05921 -0.84579 0.65889  -0.20
C -0.77369 0.46771 0.43982  -0.06
C 0.25831 -1.62843 0.42000  -0.44
C -0.98155 1.71057 -0.45830  -0.13
C 1.26307 -0.38870 0.35009  -0.17
C 0.35057 1.89216 -0.74279  -0.20
C 0.64576 0.79575 0.18848  -0.07
H -2.01028 -1.48787 0.83009  0.22
H 0.49898 -2.36682 1.14302  0.21
H 0.30966 -2.04991 -0.61932  0.23
H -1.84822 1.97813 -0.86773  0.19
H 2.21388 -0.33742 0.02104  0.19
H 1.13272 2.26065 -1.36329  0.24

Multiplicity ... 1
Kohn-Sham gap ... 9.1824 eV
Charge ... 0

Which structure is the most stable? The one labeled entry w.

Entry w
Entry from the OMol25 dataset: one molecule with the formula C7H6 (ωB97M-V/def2-TZVPD).

Last column: natural (NBO) charge in e.
Element x y z (Å)
C -0.79252 -1.36646 0.17070  -0.37
C -1.51317 -0.14544 0.40864  -0.03
C -1.20675 1.06620 0.40277  0.12
C -0.66883 -0.54319 -1.20772  0.07
C 0.67656 -0.89909 0.44701  -0.41
C -0.02992 1.65712 -0.13615  -0.46
C 0.58713 0.20812 -0.59363  -0.32
H -1.20021 -2.46171 0.15770  0.26
H 1.00594 -0.59925 1.58220  0.21
H 1.42784 -1.74053 0.19130  0.24
H -0.25721 2.21473 -0.95276  0.23
H 0.50018 2.25330 0.68029  0.23
H 1.47097 0.35619 -1.15034  0.22

Multiplicity ... 1
Kohn-Sham gap (spin up / spin down) ... 7.6871 / 7.6885 eV
Charge ... 0

Entry x
Entry from the OMol25 dataset: one molecule with the formula C7H6 (ωB97M-V/def2-TZVPD).

Last column: natural (NBO) charge in e.
Element x y z (Å)
C 1.62324 0.96030 -0.48602  -0.20
C 0.72648 1.41401 0.34767  0.01
C -0.69547 1.24996 0.62198  -0.05
C -0.89641 -0.10958 0.56778  0.09
C -1.86844 0.75183 -0.14373  -0.38
C 0.24656 -0.98711 0.29111  -0.48
C 1.42274 0.05932 0.66202  -0.27
H 2.25123 1.04981 -1.22425  0.20
H -2.84385 0.98040 0.23580  0.21
H -1.81445 0.81351 -1.28964  0.18
H 0.15358 -1.92099 0.71962  0.24
H 0.34740 -0.93480 -0.84791  0.23
H 2.26449 -0.02610 1.40586  0.21

Multiplicity ... 1
Kohn-Sham gap ... 8.9835 eV
Charge ... 0

Which structure is the most stable? The one labeled entry x.